{
  "formula": "C45H101N5O8",
  "method": "ωB97M-V/def2-TZVPD",
  "e_homo_ev": -7.9,
  "relative_energy_kj_mol": 560.8,
  "homo_lumo_gap_ev": 8.44,
  "smiles": "CC1(C)CCCC(C)(C)N1O.CC1(C)CCCC(C)(C)N1O.CC1(C)CCCC(C)(C)N1O.CC1(C)CCCC(C)(C)N1O.CC1(C)CCCC(C)(C)N1O.O.O.O",
  "lumo_ev": 0.5,
  "fmax_ev_per_a": 3.4,
  "e_tot_ha": -2650.48703,
  "charge": 0,
  "elements": ["C", "C", "C", "C", "C", "C", "N", "O", "C", "C", "C", "H", "H", "H", "H", "H", "H", "H", "H", "H", "H", "H", "H", "H", "H", "H", "H", "H", "H", "H", "C", "C", "C", "C", "C", "C", "N", "O", "C", "C", "C", "H", "H", "H", "H", "H", "H", "H", "H", "H", "H", "H", "H", "H", "H", "H", "H", "H", "H", "H", "C", "C", "C", "C", "C", "C", "N", "O", "C", "C", "C", "H", "H", "H", "H", "H", "H", "H", "H", "H", "H", "H", "H", "H", "H", "H", "H", "H", "H", "H", "C", "C", "C", "C", "C", "C", "N", "O", "C", "C", "C", "H", "H", "H", "H", "H", "H", "H", "H", "H", "H", "H", "H", "H", "H", "H", "H", "H", "H", "H", "C", "C", "C", "C", "C", "C", "N", "O", "C", "C", "C", "H", "H", "H", "H", "H", "H", "H", "H", "H", "H", "H", "H", "H", "H", "H", "H", "H", "H", "H", "O", "H", "H", "O", "H", "H", "O", "H", "H"],
  "positions_angstrom": [[21.06, -16.57, 5.94], [22.16, -17.25, 5.10], [23.17, -17.69, 6.24], [24.21, -18.65, 5.62], [23.46, -19.86, 5.13], [22.36, -19.57, 3.93], [21.60, -18.42, 4.39], [20.43, -18.14, 3.61], [23.14, -19.25, 2.62], [21.57, -20.87, 3.80], [22.80, -16.12, 4.28], [21.53, -15.94, 6.69], [20.52, -17.42, 6.35], [20.37, -15.89, 5.43], [23.69, -16.82, 6.63], [22.55, -18.04, 7.06], [25.06, -18.89, 6.25], [24.61, -18.15, 4.74], [22.88, -20.22, 5.98], [24.18, -20.62, 4.82], [23.62, -20.12, 2.18], [22.39, -19.02, 1.86], [23.91, -18.48, 2.77], [22.09, -21.76, 4.16], [20.61, -20.77, 4.30], [21.48, -21.05, 2.73], [22.16, -15.54, 3.61], [23.61, -16.52, 3.67], [23.28, -15.34, 4.88], [19.72, -18.36, 4.22], [11.58, -6.25, 11.44], [11.35, -6.62, 9.91], [12.49, -6.03, 9.12], [12.75, -6.77, 7.73], [12.92, -8.29, 7.95], [11.78, -8.88, 8.83], [11.42, -8.08, 9.99], [10.43, -8.67, 10.77], [10.65, -9.12, 7.87], [12.31, -10.28, 9.23], [9.99, -6.13, 9.26], [12.40, -6.81, 11.89], [10.60, -6.42, 11.88], [11.84, -5.19, 11.53], [12.34, -4.99, 8.83], [13.37, -5.97, 9.75], [13.58, -6.29, 7.21], [11.87, -6.46, 7.17], [13.85, -8.30, 8.53], [13.15, -8.86, 7.05], [10.74, -10.06, 7.33], [9.68, -9.09, 8.36], [10.61, -8.35, 7.10], [11.54, -10.90, 9.69], [12.69, -10.77, 8.33], [13.21, -10.35, 9.84], [9.15, -6.65, 9.72], [9.80, -6.57, 8.29], [9.84, -5.05, 9.30], [10.90, -8.93, 11.56], [18.67, -20.11, 13.90], [19.71, -21.06, 14.64], [19.58, -20.59, 16.15], [20.39, -21.60, 17.02], [19.92, -23.03, 16.90], [19.84, -23.57, 15.44], [19.24, -22.49, 14.54], [19.16, -22.88, 13.18], [21.26, -23.92, 14.83], [18.85, -24.73, 15.41], [21.08, -20.62, 14.06], [18.46, -20.49, 12.90], [19.01, -19.08, 13.86], [17.64, -20.23, 14.24], [19.94, -19.59, 16.39], [18.54, -20.65, 16.48], [20.38, -21.19, 18.03], [21.41, -21.44, 16.65], [19.04, -23.35, 17.46], [20.64, -23.70, 17.35], [21.79, -24.62, 15.47], [21.03, -24.49, 13.93], [21.92, -23.09, 14.58], [17.86, -24.28, 15.34], [18.85, -25.27, 14.46], [18.91, -25.38, 16.28], [21.36, -19.57, 14.04], [21.12, -21.10, 13.08], [21.96, -21.10, 14.48], [20.04, -22.71, 12.83], [12.41, -27.57, 8.42], [12.56, -27.78, 6.88], [13.06, -26.53, 6.16], [14.55, -26.31, 6.43], [15.41, -27.46, 5.79], [14.98, -28.78, 6.49], [13.48, -28.90, 6.53], [13.13, -30.12, 7.10], [15.71, -29.95, 5.69], [15.70, -28.83, 7.89], [11.17, -28.17, 6.31], [13.37, -27.80, 8.89], [11.71, -28.32, 8.78], [12.17, -26.55, 8.71], [12.85, -26.57, 5.10], [12.51, -25.65, 6.52], [14.68, -26.21, 7.50], [14.82, -25.40, 5.89], [16.44, -27.28, 6.10], [15.24, -27.57, 4.72], [16.72, -29.78, 5.33], [15.63, -30.87, 6.26], [15.21, -30.23, 4.76], [15.30, -29.70, 8.40], [16.79, -28.87, 7.82], [15.46, -27.98, 8.52], [11.24, -28.39, 5.25], [10.60, -27.25, 6.49], [10.84, -29.08, 6.82], [12.32, -30.36, 6.64], [16.68, -19.15, -3.77], [15.21, -19.11, -3.97], [14.85, -20.18, -5.02], [14.69, -21.69, -4.65], [13.72, -21.71, -3.39], [14.01, -20.67, -2.27], [14.40, -19.34, -2.76], [14.69, -18.44, -1.74], [12.66, -20.55, -1.44], [15.11, -21.23, -1.43], [14.86, -17.69, -4.46], [17.24, -19.01, -4.70], [17.05, -20.04, -3.27], [16.95, -18.33, -3.11], [13.94, -19.88, -5.55], [15.64, -20.16, -5.77], [15.68, -22.04, -4.36], [14.25, -22.24, -5.47], [13.64, -22.72, -3.00], [12.69, -21.62, -3.75], [12.91, -20.05, -0.50], [11.88, -20.00, -1.96], [12.31, -21.57, -1.31], [16.01, -21.42, -2.00], [15.42, -20.63, -0.58], [14.75, -22.16, -1.01], [15.11, -16.89, -3.76], [13.81, -17.62, -4.74], [15.30, -17.49, -5.43], [15.46, -18.85, -1.34], [14.70, -17.96, 5.73], [14.19, -17.22, 5.40], [14.28, -18.17, 6.57], [11.31, -15.22, 2.97], [10.40, -15.51, 2.95], [11.62, -15.30, 2.07], [12.19, -18.48, 10.00], [12.42, -17.70, 10.51], [11.27, -18.64, 10.20]],
  "mulliken_charge": [-1.916, 1.284, -1.088, -0.674, -1.193, 1.335, 0.408, -0.463, -1.751, -1.670, -1.643, 0.378, 0.535, 0.320, 0.423, 0.455, 0.360, 0.274, 0.418, 0.522, 0.439, 0.435, 0.321, 0.341, 0.333, 0.394, 0.394, 0.306, 0.398, 0.323, -1.946, 1.520, -1.236, -0.816, -1.143, 1.404, 0.451, -0.477, -1.782, -1.882, -1.711, 0.377, 0.475, 0.443, 0.416, 0.422, 0.404, 0.361, 0.405, 0.425, 0.398, 0.359, 0.348, 0.409, 0.436, 0.419, 0.408, 0.359, 0.403, 0.350, -1.766, 1.009, -1.050, -0.607, -1.208, 1.731, 0.024, -0.428, -1.555, -1.936, -1.572, 0.405, 0.382, 0.409, 0.421, 0.356, 0.410, 0.288, 0.417, 0.449, 0.424, 0.434, 0.245, 0.478, 0.377, 0.374, 0.418, 0.395, 0.311, 0.365, -1.492, 1.388, -1.155, -0.657, -1.019, 1.082, 0.280, -0.480, -1.740, -1.692, -1.916, 0.337, 0.360, 0.298, 0.375, 0.446, 0.317, 0.366, 0.418, 0.378, 0.374, 0.376, 0.464, 0.415, 0.436, 0.339, 0.397, 0.424, 0.525, 0.356, -1.803, 1.840, -1.316, -0.732, -1.360, 1.534, 0.123, -0.421, -1.823, -1.854, -1.887, 0.418, 0.326, 0.449, 0.422, 0.424, 0.355, 0.371, 0.477, 0.480, 0.380, 0.420, 0.377, 0.354, 0.458, 0.452, 0.347, 0.427, 0.418, 0.343, -0.651, 0.324, 0.325, -0.638, 0.318, 0.321, -0.634, 0.318, 0.317]
}